No. 1
{"formula": "C25H29AuBrGeN4O4", "method": "the ωB97M-V functional and the def2-TZVPD basis", "spin_multiplicity": 3, "de_lowest_kj_mol": 0.00, "total_charge": -1, "homo_lumo_gap_ev": [6.074, 7.738], "s_squared": 2.01, "lumo_energy_ev": [2.41, 2.41], "species": ["Au", "O", "C", "C", "C", "C", "C", "C", "C", "O", "N", "N", "C", "C", "Br", "C", "C", "C", "C", "C", "C", "C", "H", "H", "H", "H", "H", "H", "H", "H", "H", "H", "H", "H", "H", "H", "C", "Ge", "C", "C", "C", "H", "H", "H", "H", "H", "H", "H", "H", "H", "H", "C", "N", "C", "C", "C", "O", "N", "C", "O", "H", "H", "H", "H", "H"], "coordinates": [[-0.2661, 1.5697, -0.4958], [0.2381, 1.6656, 4.0926], [1.1411, 2.4610, 3.4717], [2.4410, 2.3819, 3.9837], [3.4767, 3.1130, 3.4420], [3.2317, 3.9451, 2.3559], [1.9454, 4.0308, 1.8591], [0.8707, 3.3161, 2.3948], [-0.4536, 3.6502, 1.6906], [-0.4130, 3.4628, 0.3381], [-1.6939, 3.0705, 2.2911], [-1.7142, 1.6939, 2.2445], [-2.5783, 1.1082, 1.5246], [-2.6609, -0.3488, 1.3970], [-1.6885, -1.3410, 2.6660], [-3.3246, -0.8641, 0.3603], [-3.5046, -2.2385, -0.1182], [-3.4968, -3.3733, 0.6950], [-3.7109, -4.6300, 0.1499], [-3.9294, -4.7830, -1.2127], [-3.9365, -3.6624, -2.0320], [-3.7342, -2.4054, -1.4870], [-0.5163, 1.4841, 3.4891], [2.6045, 1.7023, 4.8107], [4.4744, 3.0237, 3.8557], [4.0323, 4.5156, 1.9016], [1.7389, 4.6607, 1.0016], [-0.6157, 4.7249, 1.8720], [-2.4410, 3.4471, 1.7048], [-3.2773, 1.6799, 0.9084], [-3.7546, -0.1139, -0.2993], [-3.3321, -3.2720, 1.7574], [-3.7064, -5.4979, 0.7976], [-4.0919, -5.7681, -1.6321], [-4.0990, -3.7640, -3.0981], [-3.7322, -1.5337, -2.1321], [3.4717, 2.3331, -1.3329], [3.0761, 0.6539, -0.3990], [2.9680, -0.7608, -1.7682], [4.5736, 0.2321, 0.8072], [1.4206, 0.7803, 0.5359], [4.3594, 2.2345, -1.9611], [3.6341, 3.1316, -0.6086], [2.6238, 2.6109, -1.9611], [3.9058, -0.8587, -2.3193], [2.1709, -0.5200, -2.4747], [2.7298, -1.7153, -1.2963], [5.5149, 0.1733, 0.2562], [4.4008, -0.7226, 1.3060], [4.6591, 1.0078, 1.5694], [1.2056, 0.3468, 1.5081], [-0.2587, -3.7135, -1.9440], [-0.5177, -2.3485, -2.3623], [-0.9784, -2.0693, -3.6133], [-1.3194, -0.8277, -3.9837], [-1.1751, 0.2656, -3.0249], [-1.4554, 1.4266, -3.3085], [-0.7076, -0.0668, -1.7718], [-0.4328, -1.3448, -1.3803], [-0.1165, -1.6684, -0.2471], [0.0007, -4.3058, -2.8211], [-1.1306, -4.1497, -1.4513], [0.5679, -3.7148, -1.2392], [-1.0440, -2.9177, -4.2839], [-1.6697, -0.6031, -4.9788]], "mulliken_charge": [0.357, -0.781, 0.978, -0.470, -0.510, -0.567, -0.915, 0.486, -0.427, -0.786, -0.534, 0.010, -0.674, 0.461, -0.091, -0.486, 0.896, -0.362, -0.662, -0.530, -0.470, -0.528, 0.545, 0.398, 0.389, 0.405, 0.352, 0.439, 0.372, 0.257, 0.207, 0.368, 0.376, 0.358, 0.402, 0.257, -1.096, 0.394, -1.123, -1.088, -0.600, 0.416, 0.229, 0.336, 0.497, 0.212, 0.251, 0.378, 0.370, 0.219, 0.475, -0.953, 0.467, -0.093, -0.961, 0.695, -0.704, -0.156, 0.403, -0.696, 0.426, 0.168, 0.229, 0.380, 0.405]}

No. 2
{"formula": "C25H29Br2CdN5O3S2", "method": "the ωB97M-V functional and the def2-TZVPD basis", "homo_lumo_gap_ev": 7.357, "lumo_energy_ev": 0.23, "species": ["Cd", "C", "C", "N", "C", "C", "C", "C", "C", "C", "C", "N", "C", "C", "N", "N", "H", "H", "H", "H", "H", "H", "H", "H", "H", "H", "H", "H", "H", "H", "H", "H", "H", "H", "Br", "C", "Br", "H", "H", "O", "S", "O", "N", "C", "O", "C", "C", "C", "C", "C", "C", "H", "H", "H", "H", "S", "C", "C", "C", "C", "C", "C", "H", "H", "H", "H", "H"], "coordinates": [[0.9017, -0.6215, 0.2784], [-0.8754, -0.7120, -2.5543], [0.3321, 0.1275, -2.9385], [1.3396, 0.2199, -1.8533], [1.9245, 1.5752, -1.7558], [0.9200, 2.6106, -1.3119], [0.8108, 3.8196, -1.9834], [-0.1081, 4.7525, -1.5269], [-0.8904, 4.4410, -0.4306], [-0.7209, 3.2017, 0.1794], [-1.5374, 2.7967, 1.3947], [-1.7710, 1.3624, 1.5193], [-3.3410, 1.6377, -0.9193], [-2.7872, 0.7221, -1.9947], [-1.6321, -0.0277, -1.5197], [0.1689, 2.3153, -0.2537], [-0.5596, -1.6932, -2.1869], [-1.4732, -0.8882, -3.4596], [-0.0323, 1.1383, -3.1346], [0.8098, -0.2328, -3.8541], [2.1018, -0.4165, -2.0711], [2.3453, 1.8828, -2.7196], [2.7391, 1.5399, -1.0313], [1.4383, 4.0248, -2.8405], [-0.2211, 5.7032, -2.0308], [-1.6402, 5.1287, -0.0629], [-2.4708, 3.3584, 1.4386], [-0.9547, 3.0675, 2.2840], [-1.0612, 0.9184, 0.9357], [-2.7682, 2.5538, -0.8368], [-4.3850, 1.8919, -1.1072], [-2.4774, 1.3283, -2.8550], [-3.5700, 0.0426, -2.3665], [-1.9255, -0.6967, -0.8212], [-3.4765, 0.6995, 0.9958], [-3.4664, -0.1174, 2.9710], [-2.0076, -1.2203, 3.5811], [-4.3645, -0.7355, 2.9769], [-3.5636, 0.7104, 3.6676], [1.8551, -5.1588, -0.4472], [1.4027, -4.5319, 0.7619], [2.2695, -4.5149, 1.9007], [0.8495, -3.0137, 0.4275], [-0.4660, -2.9252, 0.5716], [-1.0497, -1.8335, 0.3646], [-1.1320, -4.1748, 1.0162], [-2.4687, -4.4035, 1.2869], [-2.8291, -5.6676, 1.7342], [-1.8720, -6.6638, 1.9105], [-0.5271, -6.4294, 1.6447], [-0.1916, -5.1691, 1.1971], [-3.1946, -3.6115, 1.1618], [-3.8647, -5.8837, 1.9590], [-2.1800, -7.6378, 2.2677], [0.2201, -7.1961, 1.7902], [1.8779, 0.5202, 2.1617], [3.2468, 1.2841, 1.3372], [3.3685, 2.6729, 1.3290], [4.4328, 3.2880, 0.6848], [5.3995, 2.5309, 0.0381], [5.2975, 1.1452, 0.0542], [4.2362, 0.5300, 0.6995], [2.6096, 3.2689, 1.8200], [4.5030, 4.3684, 0.6867], [6.2293, 3.0131, -0.4603], [6.0513, 0.5380, -0.4305], [4.1754, -0.5533, 0.7298]], "mulliken_charge": [1.305, -1.192, -0.404, -0.275, -0.347, 0.726, -0.866, -0.748, -0.340, 0.238, -1.220, 0.259, -0.788, -0.847, 0.671, 0.791, 0.108, 0.426, 0.203, 0.509, 0.264, 0.462, -0.860, 0.501, 0.427, 0.509, 0.354, 0.353, -0.326, 0.077, 0.574, 0.441, 0.380, 0.063, 0.234, -0.873, -0.175, 0.438, 0.387, -0.680, 1.098, -0.656, -0.537, 1.267, -0.909, -0.034, -0.385, -0.670, -0.481, -0.570, 0.046, 0.495, 0.398, 0.393, 0.441, -0.493, 0.064, -0.377, -0.544, -0.467, -0.509, -0.401, 0.397, 0.384, 0.395, 0.394, 0.502]}

No. 3
{"formula": "C25H29BrN2O3", "method": "the ωB97M-V functional and the def2-TZVPD basis", "smiles": "CCOc1cc(CNc2cccc3ccccc23)cc(Br)c1OCC(=O)NC(C)(C)C", "de_lowest_kj_mol": 0.00, "homo_lumo_gap_ev": 8.149, "lumo_energy_ev": 0.59, "species": ["C", "C", "O", "C", "C", "C", "C", "N", "C", "C", "C", "C", "C", "C", "C", "C", "C", "C", "C", "C", "Br", "C", "O", "C", "C", "O", "N", "C", "C", "C", "C", "H", "H", "H", "H", "H", "H", "H", "H", "H", "H", "H", "H", "H", "H", "H", "H", "H", "H", "H", "H", "H", "H", "H", "H", "H", "H", "H", "H", "H"], "coordinates": [[3.1127, 2.7961, 0.3374], [2.2845, 3.9888, 0.7983], [1.1720, 3.6027, 1.5895], [0.1596, 2.8884, 1.0376], [-0.1138, 2.8415, -0.3257], [-1.2066, 2.1578, -0.8378], [-1.4808, 2.1515, -2.3275], [-1.9441, 0.8868, -2.8402], [-1.1863, -0.2636, -2.7702], [0.1635, -0.2224, -2.4825], [0.9407, -1.3833, -2.4702], [0.3800, -2.6023, -2.7236], [-0.9942, -2.6989, -3.0215], [-1.5887, -3.9489, -3.2940], [-2.9153, -4.0515, -3.6006], [-3.7070, -2.8973, -3.6513], [-3.1603, -1.6707, -3.3887], [-1.7963, -1.5261, -3.0601], [-2.0513, 1.4858, 0.0304], [-1.7695, 1.5072, 1.3810], [-2.8797, 0.5544, 2.5916], [-0.6858, 2.1895, 1.9221], [-0.5637, 2.1468, 3.2821], [0.7313, 2.0100, 3.8411], [1.4807, 0.8116, 3.2400], [2.6604, 0.8730, 2.9555], [0.6858, -0.2529, 3.0629], [1.0543, -1.4976, 2.3863], [2.2099, -2.1611, 3.1384], [-0.1775, -2.3995, 2.3946], [1.4651, -1.1752, 0.9474], [4.0310, 3.1462, -0.1249], [3.3580, 2.1735, 1.1954], [2.5643, 2.1906, -0.3812], [2.8734, 4.6139, 1.4740], [1.9614, 4.6080, -0.0481], [0.5269, 3.3719, -1.0125], [-0.5771, 2.4471, -2.8695], [-2.2527, 2.8958, -2.5504], [-2.9385, 0.7465, -2.7731], [0.6433, 0.7163, -2.2579], [1.9942, -1.3000, -2.2468], [0.9755, -3.5029, -2.7055], [-0.9642, -4.8304, -3.2583], [-3.3597, -5.0137, -3.8087], [-4.7545, -2.9797, -3.9021], [-3.8021, -0.8032, -3.4540], [-2.9056, 0.9343, -0.3293], [0.5613, 1.8441, 4.9088], [1.3331, 2.9119, 3.7053], [-0.2749, -0.1757, 3.3652], [1.9108, -2.3989, 4.1568], [3.0615, -1.4878, 3.1726], [2.5045, -3.0779, 2.6357], [-0.9980, -1.9371, 1.8505], [0.0544, -3.3473, 1.9172], [-0.5021, -2.5973, 3.4139], [1.7013, -2.0895, 0.4111], [0.6552, -0.6688, 0.4245], [2.3396, -0.5307, 0.9488]], "mulliken_charge": [-0.512, -0.615, -0.518, 0.421, -0.232, 0.346, -1.588, -0.117, 0.594, -0.756, -0.783, -0.996, 1.052, -0.853, -0.552, -0.758, -0.742, 1.156, -0.476, -0.143, -0.139, 0.597, -0.556, -0.861, 0.606, -0.680, 0.018, 1.808, -1.938, -1.883, -1.501, 0.471, 0.124, 0.033, 0.390, 0.352, 0.412, 0.458, 0.473, 0.277, 0.319, 0.421, 0.379, 0.394, 0.392, 0.397, 0.308, 0.404, 0.417, 0.315, 0.254, 0.411, 0.405, 0.431, 0.323, 0.439, 0.481, 0.543, 0.083, 0.496]}

No. 4
{"formula": "C25H29CaFNO4S", "method": "the ωB97M-V functional and the def2-TZVPD basis", "de_lowest_kj_mol": 0.00, "total_charge": 1, "homo_lumo_gap_ev": 8.533, "lumo_energy_ev": -2.33, "species": ["Ca", "C", "C", "C", "C", "C", "C", "C", "H", "H", "H", "H", "H", "H", "H", "H", "C", "C", "C", "C", "C", "C", "C", "F", "C", "C", "C", "O", "C", "C", "N", "C", "C", "O", "O", "H", "H", "H", "H", "H", "H", "H", "H", "H", "H", "H", "C", "C", "S", "O", "C", "C", "H", "H", "H", "H", "H", "H", "H", "H", "H", "H"], "coordinates": [[0.4665, 0.3250, -0.3051], [0.9011, 3.9471, -0.3205], [1.2379, 2.8022, 0.5940], [0.4099, 2.4636, 1.6686], [0.7617, 1.4402, 2.5448], [1.9336, 0.7180, 2.3525], [2.7595, 1.0192, 1.2716], [2.4153, 2.0585, 0.4051], [1.3443, 4.8692, 0.0589], [-0.1755, 4.0995, -0.3870], [1.2871, 3.7820, -1.3258], [-0.5014, 3.0256, 1.8266], [0.1291, 1.2332, 3.3977], [2.2346, -0.0463, 3.0571], [3.6855, 0.4812, 1.1176], [3.0691, 2.3079, -0.4225], [-5.5695, -0.8947, -4.4920], [-4.4804, -0.2815, -5.3534], [-4.2078, -1.1248, -6.5856], [-3.1414, -0.4777, -7.4451], [-1.8895, -0.2748, -6.6437], [-0.6508, -0.2683, -7.2331], [0.4962, -0.0560, -6.4668], [1.6784, -0.0606, -7.1026], [0.4482, 0.1515, -5.1241], [-0.8080, 0.1354, -4.4906], [-0.8708, 0.3597, -3.0526], [0.2244, 0.6105, -2.4473], [-2.1519, 0.3199, -2.4498], [-3.2379, 0.1161, -3.2766], [-3.1979, -0.1005, -4.5887], [-1.9636, -0.0837, -5.2445], [-2.5432, 0.5464, -0.9773], [-3.6748, 0.9306, -0.7558], [-1.6322, 0.2900, -0.1009], [-6.4002, -1.1616, -5.1451], [-5.9646, -0.2202, -3.7348], [-5.2203, -1.8049, -4.0010], [-4.7847, 0.7196, -5.6719], [-5.1405, -1.2297, -7.1395], [-3.9031, -2.1279, -6.2710], [-3.5056, 0.4930, -7.7972], [-2.9186, -1.0693, -8.3325], [-0.5479, -0.4233, -8.3000], [1.3445, 0.3240, -4.5489], [-4.2136, 0.1440, -2.8157], [-0.9500, -5.4721, 0.3864], [-0.0004, -4.4151, -0.1569], [-0.2843, -2.8005, 0.5551], [0.6885, -1.8928, -0.2189], [0.4462, -3.0229, 2.1756], [1.9408, -3.3024, 2.1879], [-0.7297, -6.4260, -0.0908], [-1.9902, -5.2228, 0.1790], [-0.8444, -5.6212, 1.4614], [-0.1594, -4.2453, -1.2231], [1.0518, -4.6653, -0.0162], [-0.1432, -3.8194, 2.6366], [0.1966, -2.1077, 2.7164], [2.1664, -4.3516, 2.0038], [2.3429, -3.0515, 3.1689], [2.4582, -2.7040, 1.4383]], "mulliken_charge": [2.213, -1.790, 0.570, -0.048, -0.523, -0.372, -0.516, -0.523, 0.395, 0.400, 0.340, 0.393, 0.414, 0.516, 0.432, 0.364, -1.816, 0.565, -0.948, -0.947, 0.837, -0.710, 0.069, -0.350, -1.070, 0.484, 2.043, -1.627, -0.066, -0.698, 0.246, -0.481, 0.103, -0.692, -0.804, 0.433, 0.526, 0.392, 0.127, 0.374, 0.330, 0.315, 0.461, 0.525, 0.568, 0.688, -1.050, -0.500, 0.502, -0.890, -0.505, -1.289, 0.366, 0.314, 0.293, 0.403, 0.310, 0.487, 0.354, 0.386, 0.379, 0.296]}